Density functional theory data (wB97M-V/def2-TZVPD) for a cluster of 3 separate species, C30H64BFN2O9S3 in total in a non-equilibrium geometry.

```
110
Properties=species:S:1:pos:R:3:lowdin_charge:R:1
C -1.164 2.447 3.584 -0.110
C -1.572 1.021 3.963 -0.250
C -1.961 0.155 2.752 -0.201
C -3.370 0.491 2.248 -0.197
N -3.724 0.111 0.864 -0.213
C -3.063 -1.097 0.359 -0.186
C -1.740 -0.892 -0.388 -0.193
C -0.812 -2.086 -0.149 -0.193
C 0.441 -2.099 -1.049 -0.113
B 1.078 -0.692 -1.148 -0.314
C 1.301 0.297 0.026 -0.092
C 2.812 0.574 0.226 -0.159
N 3.141 1.364 1.418 -0.076
C 2.623 0.824 2.682 -0.224
C 2.981 -0.645 2.868 -0.075
C 2.721 2.708 1.191 -0.492
C 3.697 3.569 0.446 0.020
O 1.666 3.116 1.570 0.110
S 1.634 -0.183 -2.872 0.663
O 0.536 -0.238 -3.787 -0.253
O 2.879 -0.824 -3.167 -0.253
F 1.980 1.358 -2.722 -0.175
C -3.822 1.157 -0.056 -1.070
S -4.912 1.092 -1.272 0.702
S -2.687 2.502 0.189 0.952
C -2.588 3.302 -1.419 -0.510
C -1.220 3.139 -2.083 -0.318
C -1.250 3.794 -3.468 -0.100
H -2.007 3.047 3.237 0.057
H -0.428 2.426 2.775 0.045
H -0.704 2.955 4.433 0.074
H -0.699 0.550 4.424 0.100
H -2.393 1.032 4.686 0.108
H -1.933 -0.888 3.081 0.111
H -1.204 0.311 1.981 0.084
H -3.522 1.569 2.348 0.078
H -4.100 0.030 2.922 0.125
H -2.935 -1.802 1.181 0.122
H -3.767 -1.571 -0.336 0.107
H -1.255 0.018 -0.028 0.063
H -1.904 -0.748 -1.461 0.132
H -1.384 -3.000 -0.340 0.122
H -0.525 -2.103 0.907 0.113
H 0.216 -2.559 -2.013 0.113
H 1.201 -2.735 -0.569 0.133
H 0.780 1.242 -0.172 0.120
H 0.857 -0.130 0.929 0.092
H 3.382 -0.357 0.246 0.126
H 3.180 1.138 -0.637 0.106
H 3.061 1.407 3.495 0.126
H 1.538 0.964 2.762 0.095
H 2.966 -0.902 3.928 0.076
H 3.971 -0.873 2.467 0.081
H 2.267 -1.309 2.370 0.066
H 4.076 4.337 1.121 0.098
H 4.520 2.987 0.032 0.077
H 3.175 4.072 -0.371 0.078
H -2.817 4.363 -1.289 0.083
H -3.363 2.906 -2.072 0.017
H -1.036 2.067 -2.212 0.091
H -0.432 3.574 -1.464 0.103
H -0.350 3.577 -4.040 0.069
H -2.116 3.423 -4.022 0.078
H -1.381 4.874 -3.370 0.076
C -7.772 -2.180 2.357 -0.106
O -7.731 -3.290 1.485 -0.182
C -6.666 -3.315 0.557 -0.190
C -5.722 -4.496 0.690 -0.180
O -5.052 -4.652 1.926 -0.119
C -5.778 -4.977 3.095 -0.183
C -6.423 -6.351 3.150 -0.197
O -7.387 -6.598 2.151 -0.183
C -7.116 -7.656 1.258 -0.113
H -8.523 -1.458 2.022 0.088
H -8.053 -2.529 3.353 0.083
H -6.803 -1.678 2.424 0.083
H -6.095 -2.380 0.604 0.110
H -7.104 -3.370 -0.447 0.130
H -4.921 -4.310 -0.032 0.124
H -6.204 -5.424 0.376 0.100
H -6.497 -4.197 3.351 0.102
H -5.026 -4.977 3.889 0.128
H -6.926 -6.410 4.123 0.127
H -5.647 -7.125 3.141 0.120
H -6.058 -7.930 1.258 0.089
H -7.390 -7.341 0.249 0.083
H -7.713 -8.536 1.513 0.086
C 4.345 3.380 -2.961 -0.119
O 5.236 2.469 -2.356 -0.197
C 5.373 1.201 -2.978 -0.193
C 6.770 0.899 -3.489 -0.172
O 7.314 1.773 -4.458 -0.109
C 7.626 3.110 -4.123 -0.182
C 8.755 3.334 -3.133 -0.196
O 8.547 2.778 -1.852 -0.185
C 9.464 1.790 -1.437 -0.115
H 3.404 3.431 -2.405 0.057
H 4.802 4.372 -2.948 0.089
H 4.129 3.112 -3.998 0.099
H 4.645 1.083 -3.785 0.111
H 5.146 0.437 -2.228 0.117
H 6.690 -0.063 -4.002 0.133
H 7.464 0.744 -2.660 0.102
H 6.735 3.671 -3.834 0.100
H 7.973 3.549 -5.063 0.130
H 8.842 4.422 -3.014 0.126
H 9.698 2.979 -3.561 0.121
H 10.013 1.361 -2.280 0.089
H 8.914 0.986 -0.942 0.082
H 10.178 2.205 -0.720 0.086
```

Summary:
**Total charge**: 0
**Highest occupied orbital energy**: -8.48 eV
**Maximum force**: 1.39 eV/Å
**E_tot**: -89451.086 eV
**SMILES**: CCCCN(CCCCB(CCN(CC)C(C)=O)S(=O)(=O)F)C(=S)SCCC.COCCOCCOC.COCCOCCOC

=====

Density functional theory data (wB97M-V/def2-TZVPD) for a cluster of 4 separate species, C30H64BO5 in total in a non-equilibrium geometry.

```
100
Properties=species:S:1:pos:R:3:lowdin_charge:R:1
C -2.114 -3.886 -0.868 0.028
C -1.193 -3.010 -1.232 -0.077
C -0.175 -1.931 -1.912 -0.106
C 0.950 -1.480 -0.846 -0.404
C 0.358 -0.642 0.404 -0.119
C 0.809 0.909 0.461 -0.208
C 2.303 1.163 1.019 -0.195
C 2.400 2.621 1.773 -0.222
C 2.047 3.856 0.773 -0.216
C 3.322 4.364 -0.097 -0.197
C 2.968 5.888 -0.593 -0.221
C 3.301 6.148 -2.149 -0.216
C 2.119 5.758 -3.178 -0.208
C 0.624 6.127 -2.689 -0.207
C -0.197 4.740 -2.505 -0.219
C -0.985 4.429 -3.911 -0.247
C -2.515 4.967 -3.778 -0.140
C 2.207 -0.904 -1.700 -0.124
O 2.747 -2.202 -2.166 -0.175
B 2.819 -3.008 -0.914 -0.659
O 1.568 -2.633 -0.166 -0.146
H -2.970 -4.664 -0.843 0.036
H -0.792 -1.016 -2.238 0.112
H 0.242 -2.418 -2.872 0.128
H 0.530 -1.201 1.414 0.129
H -0.804 -0.638 0.270 0.108
H 0.088 1.429 1.222 0.110
H 0.589 1.426 -0.556 0.108
H 3.098 1.225 0.167 0.102
H 2.592 0.388 1.831 0.123
H 3.503 2.785 2.121 0.101
H 1.767 2.642 2.753 0.105
H 1.200 3.628 0.031 0.088
H 1.720 4.773 1.418 0.108
H 3.523 3.739 -1.041 0.103
H 4.299 4.424 0.537 0.112
H 1.904 6.168 -0.263 0.085
H 3.682 6.580 0.022 0.108
H 3.695 7.223 -2.319 0.104
H 4.201 5.449 -2.409 0.109
H 2.317 6.376 -4.150 0.107
H 2.166 4.647 -3.509 0.098
H 0.563 6.846 -1.796 0.099
H 0.111 6.682 -3.581 0.105
H 0.525 3.833 -2.360 0.098
H -0.941 4.732 -1.629 0.102
H -0.473 4.896 -4.827 0.099
H -0.964 3.275 -4.070 0.107
H -2.632 5.527 -2.780 0.065
H -2.827 5.703 -4.611 0.065
H -3.244 4.072 -3.813 0.072
H 1.806 -0.410 -2.660 0.121
H 3.121 -0.464 -1.161 0.118
H 3.683 -2.709 -0.124 0.041
H 2.842 -4.202 -1.038 0.040
C 2.785 -1.014 -6.418 -0.073
C 1.815 0.145 -6.568 -0.281
O 1.900 1.095 -5.514 -0.170
C 3.148 1.755 -5.353 -0.278
C 3.561 2.573 -6.564 -0.086
H 2.675 -1.484 -5.436 0.085
H 2.605 -1.766 -7.191 0.075
H 3.823 -0.685 -6.507 0.066
H 0.795 -0.247 -6.551 0.117
H 1.941 0.642 -7.538 0.101
H 3.926 1.036 -5.076 0.112
H 3.032 2.430 -4.500 0.104
H 3.766 1.934 -7.428 0.064
H 4.468 3.143 -6.349 0.074
H 2.766 3.266 -6.852 0.078
C -0.694 -5.083 2.834 -0.069
C -1.965 -4.396 3.301 -0.282
O -3.133 -4.831 2.612 -0.175
C -3.465 -6.208 2.732 -0.282
C -3.748 -6.640 4.160 -0.082
H -0.584 -4.996 1.750 0.080
H 0.180 -4.638 3.315 0.081
H -0.702 -6.150 3.076 0.064
H -1.873 -3.323 3.109 0.120
H -2.099 -4.507 4.384 0.092
H -2.686 -6.829 2.277 0.107
H -4.370 -6.359 2.136 0.114
H -2.851 -6.581 4.781 0.071
H -4.103 -7.674 4.183 0.074
H -4.504 -5.996 4.616 0.068
C -3.315 -2.234 6.587 -0.078
C -4.336 -3.276 6.162 -0.275
O -4.270 -4.477 6.923 -0.172
C -4.513 -4.358 8.318 -0.280
C -5.899 -3.835 8.650 -0.086
H -2.308 -2.660 6.591 0.082
H -3.335 -1.380 5.905 0.081
H -3.516 -1.862 7.595 0.063
H -4.138 -3.555 5.124 0.102
H -5.351 -2.866 6.186 0.109
H -3.736 -3.747 8.789 0.106
H -4.411 -5.365 8.735 0.117
H -6.026 -2.800 8.321 0.065
H -6.072 -3.866 9.729 0.074
H -6.667 -4.432 8.151 0.081
```

Summary:
**Total charge**: -1
**Highest occupied orbital energy**: -3.68 eV
**Maximum force**: 6.59 eV/Å
**E_tot**: -43055.057 eV

=====

Density functional theory data (wB97M-V/def2-TZVPD) for a cluster of 3 separate species, C30H64ClN2O6P in total in a non-equilibrium geometry.

```
104
Properties=species:S:1:pos:R:3:lowdin_charge:R:1
C 5.068 -2.490 0.081 -0.112
O 4.217 -1.862 -0.851 -0.220
C 4.772 -0.702 -1.451 -0.237
C 3.653 0.240 -1.903 -0.166
C 2.415 0.261 -0.984 -0.203
C 2.734 0.770 0.432 -0.203
C 2.985 2.288 0.582 -0.203
C 1.907 3.294 0.109 -0.198
C 0.494 3.144 0.736 -0.183
C -0.694 3.564 -0.172 -0.149
C -1.554 2.393 -0.696 -0.104
C -3.069 2.650 -0.642 -0.319
C -3.621 2.800 0.783 -0.126
C -3.657 1.647 1.796 -0.659
C -2.318 1.080 2.280 -0.125
Cl -4.688 0.260 1.293 0.660
O -3.272 3.982 -1.263 0.086
C -3.238 3.819 -2.590 -0.661
O -3.096 4.658 -3.359 0.223
O -3.412 2.522 -2.919 0.039
C -3.859 1.831 -1.714 -0.407
C -3.698 0.330 -1.958 -0.156
C -2.349 -0.344 -1.774 -0.247
O -1.456 0.162 -2.750 -0.060
P -5.706 2.236 -1.675 0.823
O -6.401 2.585 -0.413 -0.418
H 5.453 -1.756 0.809 0.085
H 5.928 -2.983 -0.399 0.089
H 4.478 -3.246 0.611 0.090
H 5.463 -0.198 -0.752 0.117
H 5.364 -1.009 -2.331 0.124
H 4.067 1.262 -1.944 0.113
H 3.358 -0.015 -2.933 0.101
H 1.641 0.894 -1.449 0.098
H 1.996 -0.758 -0.911 0.107
H 3.648 0.256 0.773 0.103
H 1.948 0.446 1.131 0.103
H 3.915 2.527 0.044 0.103
H 3.195 2.479 1.646 0.111
H 1.828 3.268 -0.990 0.104
H 2.284 4.297 0.354 0.109
H 0.454 3.750 1.653 0.110
H 0.353 2.106 1.066 0.084
H -0.298 4.096 -1.048 0.118
H -1.327 4.293 0.348 0.105
H -1.286 2.165 -1.737 0.123
H -1.321 1.494 -0.126 0.080
H -4.619 3.242 0.704 0.103
H -2.971 3.548 1.269 0.128
H -4.177 2.068 2.667 0.105
H -1.660 1.900 2.599 0.088
H -1.819 0.471 1.522 0.059
H -2.494 0.430 3.147 0.054
H -4.002 0.176 -3.007 0.135
H -4.425 -0.207 -1.334 0.074
H -1.962 -0.176 -0.762 0.096
H -2.496 -1.431 -1.891 0.128
H -0.545 -0.008 -2.467 0.085
H -5.736 3.219 -2.677 0.045
H -6.202 1.109 -2.356 0.033
C 4.725 -2.325 -7.294 -0.092
C 4.117 -3.075 -6.119 -0.275
N 3.165 -2.278 -5.364 -0.197
C 2.794 -2.874 -4.095 -0.258
C 2.019 -4.196 -4.096 -0.077
C 2.075 -1.689 -6.132 -0.243
C 1.160 -2.638 -6.916 -0.080
H 5.183 -1.393 -6.961 0.079
H 5.493 -2.940 -7.764 0.072
H 3.984 -2.088 -8.058 0.064
H 4.915 -3.348 -5.421 0.117
H 3.695 -4.025 -6.485 0.102
H 2.218 -2.132 -3.548 0.097
H 3.716 -3.016 -3.522 0.106
H 0.977 -4.059 -4.389 0.056
H 2.026 -4.622 -3.090 0.071
H 2.469 -4.929 -4.767 0.067
H 2.508 -0.971 -6.831 0.100
H 1.474 -1.102 -5.436 0.110
H 1.731 -3.403 -7.445 0.067
H 0.599 -2.073 -7.662 0.072
H 0.438 -3.141 -6.274 0.055
C -0.057 -0.167 5.522 -0.087
C -0.550 -0.875 6.774 -0.272
N -1.583 -0.125 7.471 -0.202
C -1.890 -0.653 8.789 -0.251
C -2.520 -2.048 8.880 -0.086
C -2.723 0.279 6.663 -0.245
C -3.517 -0.817 5.938 -0.080
H 0.295 0.839 5.757 0.083
H 0.766 -0.725 5.072 0.075
H -0.847 -0.085 4.775 0.040
H 0.281 -0.994 7.474 0.117
H -0.865 -1.894 6.498 0.102
H -2.544 0.069 9.287 0.111
H -0.954 -0.656 9.355 0.109
H -3.569 -2.046 8.586 0.056
H -2.469 -2.405 9.910 0.070
H -1.994 -2.771 8.256 0.065
H -2.368 0.994 5.917 0.094
H -3.391 0.846 7.317 0.115
H -2.855 -1.544 5.463 0.068
H -4.132 -0.372 5.153 0.064
H -4.183 -1.361 6.607 0.056
```

Summary:
**Total charge**: 0
**Highest occupied orbital energy**: -8.18 eV
**Maximum force**: 4.41 eV/Å
**E_tot**: -69223.811 eV
**SMILES**: COCCCCCCCCC[C@@]1(C[C@H](C)Cl)OC(=O)O[C@]1(CCO)[PH2]=O.CCN(CC)CC.CCN(CC)CC

=====

Density functional theory data (wB97M-V/def2-TZVPD) for a cluster of 3 separate species, C30H64ClNO2P in total in a non-equilibrium geometry.

```
99
Properties=species:S:1:pos:R:3:lowdin_charge:R:1
C -5.823 -2.898 4.081 -0.123
C -6.145 -3.893 2.920 -0.255
C -4.852 -4.303 2.112 -0.210
C -4.887 -3.741 0.636 -0.214
C -5.096 -2.170 0.596 -0.194
C -3.793 -1.549 0.006 -0.226
C -3.782 0.014 -0.046 -0.191
C -2.432 0.492 -0.710 -0.215
C -1.448 1.200 0.280 -0.212
C -0.602 2.348 -0.377 -0.540
P -1.883 3.629 -0.976 0.689
O -1.043 5.066 -1.312 -0.357
Cl -3.164 4.014 0.686 0.182
C 0.316 3.103 0.656 -0.125
C 1.722 2.456 0.927 -0.432
C 2.799 3.594 1.167 -0.020
C 1.619 1.716 2.321 -0.045
N 2.144 1.452 -0.079 -0.100
O 1.763 0.272 0.281 -0.015
C 1.723 1.779 -1.449 -0.464
C 2.223 0.612 -2.382 -0.038
C 2.346 3.089 -2.032 -0.031
C 0.167 1.855 -1.655 -0.104
H -4.992 -3.269 4.710 0.073
H -5.529 -1.893 3.716 0.057
H -6.762 -2.764 4.664 0.070
H -6.580 -4.810 3.365 0.097
H -6.871 -3.496 2.184 0.101
H -3.940 -3.865 2.578 0.106
H -4.726 -5.400 2.024 0.099
H -3.886 -3.970 0.204 0.096
H -5.626 -4.283 0.011 0.104
H -5.228 -1.757 1.619 0.090
H -6.000 -1.996 -0.018 0.111
H -3.673 -1.917 -1.034 0.098
H -2.918 -1.901 0.599 0.123
H -4.617 0.306 -0.725 0.112
H -3.986 0.500 0.929 0.105
H -1.934 -0.431 -1.085 0.097
H -2.697 1.087 -1.605 0.080
H -0.714 0.426 0.610 0.113
H -1.947 1.552 1.209 0.083
H -1.371 5.715 -0.675 0.026
H -0.245 3.130 1.619 0.117
H 0.478 4.164 0.372 0.088
H 2.332 4.586 1.308 0.085
H 3.543 3.586 0.343 0.073
H 3.362 3.352 2.090 0.063
H 1.583 2.544 3.071 0.092
H 0.684 1.142 2.438 0.078
H 2.535 1.144 2.556 0.068
H 1.792 0.854 -3.383 0.082
H 1.805 -0.368 -2.097 0.076
H 3.327 0.593 -2.469 0.091
H 1.893 3.965 -1.529 0.083
H 2.183 3.140 -3.129 0.094
H 3.451 3.046 -1.902 0.089
H -0.003 2.624 -2.449 0.106
H -0.181 0.880 -2.043 0.105
C 8.231 2.632 5.211 -0.113
C 7.015 2.850 4.318 -0.272
C 5.816 1.985 4.705 -0.228
C 6.039 0.475 4.597 -0.227
C 6.458 -0.023 3.214 -0.267
C 5.411 0.238 2.138 -0.111
H 8.608 1.610 5.137 0.065
H 9.041 3.303 4.918 0.069
H 7.989 2.835 6.256 0.075
H 7.289 2.677 3.274 0.098
H 6.718 3.901 4.387 0.104
H 4.960 2.272 4.084 0.088
H 5.528 2.218 5.736 0.110
H 5.114 -0.032 4.891 0.110
H 6.794 0.165 5.326 0.101
H 6.634 -1.101 3.275 0.105
H 7.411 0.426 2.917 0.099
H 4.461 -0.234 2.397 0.069
H 5.740 -0.171 1.181 0.073
H 5.237 1.308 1.996 0.058
C -0.421 -1.142 -4.732 -0.109
C -1.944 -1.095 -4.775 -0.262
C -2.607 -2.283 -4.077 -0.232
C -2.301 -3.652 -4.687 -0.227
C -2.669 -3.804 -6.163 -0.271
C -4.160 -3.647 -6.433 -0.113
H -0.027 -2.011 -5.261 0.069
H -0.004 -0.250 -5.205 0.070
H -0.063 -1.175 -3.700 0.059
H -2.281 -1.026 -5.813 0.100
H -2.278 -0.176 -4.282 0.099
H -3.690 -2.123 -4.065 0.103
H -2.296 -2.296 -3.026 0.094
H -2.834 -4.414 -4.108 0.110
H -1.237 -3.875 -4.565 0.102
H -2.358 -4.800 -6.494 0.104
H -2.107 -3.090 -6.772 0.098
H -4.739 -4.377 -5.862 0.075
H -4.372 -3.805 -7.493 0.069
H -4.515 -2.648 -6.173 0.065
```

Summary:
**Total charge**: 0
**Highest occupied orbital energy (spin up / spin down)**: -8.47 / -8.52 eV
**Maximum force**: 2.90 eV/Å
**E_tot**: -59543.269 eV
**Spin multiplicity**: 2